[1]
Formula: C28H64LiN3O15
Source: the OMol25 dataset
Level of theory: ωB97M-V with the def2-TZVPD basis set

Properties
**Kohn-Sham gap**: 7.72 eV
**Energy**: -2405.65213 a.u.
**LUMO**: 0.22 eV
**HOMO level**: -7.50 eV

```
111
Properties=species:S:1:pos:R:3:forces:R:3
Li -0.1770 -0.0387 0.5132 -0.166 -0.258 0.216
C -0.1466 -8.2870 0.4291 0.533 0.213 1.029
C -1.3947 -7.4559 0.6287 -1.024 -0.861 -0.792
N -1.6593 -6.3976 -0.4146 0.455 1.420 0.600
C -0.5909 -5.3331 -0.2293 1.029 0.101 -0.977
C -1.6882 -6.8992 -1.8340 -0.574 -0.538 0.811
C -2.8367 -7.8666 -2.1035 0.063 0.551 -0.916
C -2.9811 -5.7696 -0.0446 -1.434 -0.774 0.184
C -3.5357 -4.6991 -0.9750 0.774 1.215 -0.279
O -2.6075 -3.6592 -1.0936 -0.073 0.143 -0.846
C -2.5653 -2.7396 -0.0308 -0.167 0.441 1.028
H 0.7595 -7.6870 0.5125 0.021 0.037 -0.657
H -0.1864 -8.9402 -0.4384 0.132 0.299 -0.236
H -0.0084 -8.9610 1.2790 -0.496 -0.023 0.067
H -1.5070 -6.9481 1.5823 0.450 -0.052 0.089
H -2.2543 -8.1219 0.5279 -0.029 -0.032 0.274
H -0.6400 -4.9197 0.7731 0.003 -0.175 0.076
H -0.6582 -4.5169 -0.9413 -0.567 -0.083 0.054
H 0.3920 -5.7333 -0.4791 -0.070 -0.369 0.490
H -0.7781 -7.4634 -2.0173 0.360 0.607 -0.028
H -1.7939 -5.9961 -2.4270 0.377 -0.134 -0.285
H -2.6612 -8.1886 -3.1331 -0.034 -0.319 0.101
H -3.8019 -7.3655 -2.1565 -0.064 -0.097 0.372
H -2.8629 -8.7417 -1.4606 -0.010 0.024 0.052
H -2.9158 -5.4129 0.9824 0.367 0.303 -0.134
H -3.7105 -6.5822 0.0215 0.083 -0.098 -0.132
H -4.4752 -4.2431 -0.6432 -0.182 -0.688 0.515
H -3.7124 -5.0030 -2.0090 -0.021 -0.559 0.152
H -3.4149 -2.0484 0.0098 -0.095 -0.153 -0.403
H -1.6646 -2.1679 -0.1530 0.388 0.254 -0.075
H -2.5226 -3.2026 0.9630 0.087 -0.158 -0.082
C 4.0712 3.7840 -4.0850 -0.397 1.234 0.982
C 3.3048 2.4680 -4.0198 0.199 1.538 -0.223
N 2.7594 2.1345 -2.6513 1.213 -0.402 0.807
C 3.9386 1.6355 -1.8440 -0.055 0.693 0.519
C 2.2611 3.3053 -1.8785 -0.506 1.247 0.809
C 1.0429 4.0307 -2.4237 -1.369 -0.607 -0.135
C 1.6694 1.0899 -2.7150 -0.707 0.835 -1.226
C 2.0279 -0.2805 -3.2436 1.417 -0.212 0.320
O 2.5934 -0.1876 -4.5492 -0.336 0.660 -0.110
C 2.5454 -1.3546 -5.3184 -0.842 -0.300 -0.747
H 4.2471 4.1522 -5.0947 0.465 -0.795 -0.200
H 4.9612 3.8111 -3.4568 0.297 -0.167 -0.441
H 3.4873 4.6371 -3.7158 -0.278 -0.322 0.172
H 3.9856 1.6723 -4.2870 -0.485 -0.337 -0.316
H 2.4735 2.6272 -4.7012 -0.133 -0.842 -0.028
H 4.6457 2.4647 -1.8382 0.499 -0.452 -0.661
H 4.2530 0.6808 -2.2434 0.405 0.129 0.009
H 3.7541 1.5814 -0.7697 -0.845 -0.526 -0.223
H 3.0444 4.0457 -1.7209 0.422 -0.367 -0.469
H 2.0767 2.9740 -0.8530 -0.198 -0.423 -0.160
H 0.1066 3.6118 -2.0375 0.185 -0.328 0.076
H 0.8936 3.9575 -3.5029 0.443 0.268 -0.068
H 0.9697 5.0698 -2.1058 0.562 0.079 -0.157
H 0.9344 1.5370 -3.3910 -0.073 -0.106 0.031
H 1.2178 1.1271 -1.7425 -0.186 -0.720 0.604
H 1.1430 -0.9173 -3.2146 -0.074 0.061 0.106
H 2.8349 -0.7139 -2.6486 -0.576 -0.358 0.507
H 2.9766 -2.2522 -4.8668 0.316 0.254 0.215
H 3.0100 -1.1116 -6.2740 0.364 -0.147 0.159
H 1.5124 -1.6164 -5.5915 -0.071 0.055 0.283
C -2.8465 3.8477 4.9539 0.870 0.311 0.282
C -2.2806 3.5026 3.5897 1.320 -0.637 0.383
N -0.7518 3.6863 3.5049 0.378 1.258 0.950
C -0.4456 5.0930 3.9457 0.972 -0.069 0.255
C -0.0139 2.7675 4.4759 -0.299 -0.876 -0.072
C 1.4989 2.9470 4.4757 -0.331 0.699 0.835
C -0.2601 3.3431 2.1334 0.075 0.681 -0.376
C -0.5829 4.3264 0.9856 0.089 -0.407 -0.333
O -0.7168 5.6716 1.3607 -0.233 0.058 1.029
C -1.1972 6.5659 0.3963 -0.057 -0.270 -0.817
H -2.4098 3.2091 5.7215 -0.409 -0.326 -0.054
H -3.9297 3.7776 4.9611 0.000 -0.109 -0.048
H -2.5397 4.8467 5.2662 -0.411 0.186 -0.156
H -2.6619 4.1664 2.8179 -0.220 -0.376 -0.234
H -2.3390 2.4237 3.4334 -0.864 0.145 -0.556
H 0.5149 5.4085 3.5495 -0.094 -0.057 -0.257
H -0.3122 5.0586 5.0250 -0.326 0.167 0.035
H -1.2033 5.8053 3.6517 -0.113 -0.183 -0.089
H -0.3790 1.7535 4.2978 0.193 -0.013 -0.415
H -0.3533 3.0270 5.4773 -0.174 0.095 -0.084
H 2.0861 2.8470 3.5645 -0.333 0.023 -0.122
H 1.9529 2.3043 5.2306 -0.259 -0.273 -0.061
H 1.5876 3.9477 4.9102 0.770 0.063 -0.298
H -0.6982 2.3670 1.9640 0.013 -0.247 -0.510
H 0.8197 3.2294 2.0803 -0.025 -0.173 0.833
H -1.4588 3.9372 0.4676 -0.049 0.492 -0.363
H 0.3001 4.2974 0.3387 -0.257 -0.510 -0.338
H -2.0334 6.1421 -0.1727 -0.262 0.085 0.340
H -0.4629 6.8169 -0.3825 0.301 -0.021 0.285
H -1.4731 7.4719 0.9295 -0.145 0.031 -0.137
O -2.8967 0.3457 3.5404 0.648 -0.414 0.288
C -2.2031 -0.7471 2.9565 0.574 -1.344 -0.214
O -1.2333 -0.5104 2.2219 -0.056 1.072 -0.488
O -2.6240 -1.8617 3.3224 -0.194 0.369 0.029
H -3.2011 -0.1745 4.3005 -0.690 0.535 0.029
O -3.1200 2.5570 -0.7361 0.070 0.127 0.282
C -2.4572 1.4864 -1.3100 0.359 -1.392 -0.713
O -1.4592 1.0849 -0.6319 0.731 0.250 0.582
O -2.8797 1.0147 -2.3556 -0.178 0.502 -0.092
H -2.6448 2.5550 0.1047 -0.365 0.280 0.212
O 3.0522 -1.4867 -0.4436 -1.164 -0.306 0.958
C 1.8604 -2.2370 -0.5484 -0.038 0.237 -1.656
O 1.9274 -3.3381 -1.0934 0.004 -0.299 0.325
O 0.8403 -1.5789 -0.2067 -0.362 -0.053 0.403
H 2.6464 -0.8695 0.1980 1.099 0.681 -0.050
O 3.9053 0.4348 1.8470 0.229 0.183 -0.278
C 3.0011 1.4457 1.6715 -1.105 1.049 0.733
O 1.8345 1.1458 1.3496 0.034 -0.541 -0.651
O 3.4143 2.6057 1.9404 0.268 -0.146 -0.446
H 4.6851 0.9649 2.0653 0.241 -0.417 0.139
```
Positions in Å, forces in eV/Å.

---

[2]
Formula: C2H5NS2
Source: the OMol25 dataset
Level of theory: ωB97M-V with the def2-TZVPD basis set

Properties
**SMILES**: CC=S(=N)=S
**Kohn-Sham gap (spin up / spin down)**: 7.04 / 7.45 eV
**Relative energy (zero: lowest compared OMol25 entry of this formula, charge and spin)**: 101.00 kcal/mol
**Energy**: -930.17850 a.u.
**LUMO (spin up / spin down)**: -1.86 / -1.34 eV
**HOMO level (spin up / spin down)**: -8.90 / -8.79 eV

```
10
Properties=species:S:1:pos:R:3:forces:R:3
C -1.4682 0.2880 -0.1863 0.900 0.762 0.736
C -0.0635 0.5189 -0.6277 0.122 -0.156 -1.413
S 1.1107 -0.5834 0.0041 -1.300 0.866 2.061
N 2.5366 0.0533 0.2143 0.379 -1.187 0.268
S 0.1121 -1.3497 1.6035 1.699 -0.616 -0.683
H -2.0216 1.2084 -0.2849 -0.284 0.321 -0.351
H -1.4460 -0.0314 0.8594 -0.345 0.343 -0.232
H -1.9313 -0.5009 -0.7245 -0.626 -0.725 -0.657
H 0.0433 1.0475 -1.6185 0.579 -0.607 1.318
H 3.1278 -0.6507 0.7606 -1.124 0.999 -1.046
```
Positions in Å, forces in eV/Å.

---

[3]
Formula: C4H15N2O
Source: the OMol25 dataset
Level of theory: ωB97M-V with the def2-TZVPD basis set

Properties
**Kohn-Sham gap (spin up / spin down)**: 12.71 / 7.00 eV
**Expectation value of S²**: 0.755
**Total charge**: +2
**Spin multiplicity**: 2
**Relative energy (zero: lowest compared OMol25 entry of this formula, charge and spin)**: 17.13 kcal/mol
**Energy**: -345.44960 a.u.
**LUMO (spin up / spin down)**: -7.02 / -12.72 eV
**HOMO level (spin up / spin down)**: -19.72 / -19.72 eV

```
22
Properties=species:S:1:pos:R:3:forces:R:3
C 1.5279 1.9408 0.0679 0.569 1.586 -0.183
C 0.6863 0.7262 0.3187 -0.867 -0.715 -0.024
C 1.3591 -0.5335 -0.2284 -0.248 0.398 -1.092
C 0.6619 -1.9718 -0.1332 0.968 0.014 1.211
N -0.4894 -2.1409 -0.9060 -0.217 -1.993 0.392
N -0.6691 0.9801 -0.3723 -0.261 0.757 -0.812
H 1.9376 2.0271 -0.9420 -0.017 -0.524 -0.068
H 0.9802 2.8864 0.1784 -0.355 -0.333 0.225
H 2.3565 2.0974 0.7513 0.135 -0.568 0.195
H 0.3930 0.6129 1.3546 0.258 0.039 0.336
H 2.3652 -0.6393 0.1818 -0.187 -0.071 0.088
H 1.4471 -0.3732 -1.3066 0.423 -0.057 -0.017
H 1.4297 -2.7104 -0.3915 -0.087 0.350 -0.664
H 0.4836 -2.1745 0.9305 -0.652 0.418 0.097
H -0.4318 -2.8621 -1.6322 0.128 0.518 -0.551
H -1.4198 -2.1953 -0.4849 -0.045 0.732 0.181
H -1.4494 1.1375 0.2977 -0.048 -0.509 0.132
H -0.6200 1.8432 -0.9197 0.265 0.240 0.118
H -0.9962 0.3242 -1.0892 0.206 -0.295 0.457
H -2.9703 0.2936 2.1908 0.168 0.170 0.076
H -3.7340 0.2879 0.8904 -0.024 0.190 -0.127
O -2.8480 0.4438 1.2437 -0.113 -0.346 0.028
```
Positions in Å, forces in eV/Å.